1.
Formula: C23H30BF4N4O8SiV
Source: the Open Molecules 2025 dataset
Level of theory: ωB97M-V with the def2-TZVPD basis set

Output
**Calculated total energy**: -3373.6638 Ha
**Net charge**: 0
**Gap between HOMO and LUMO**: 6.49 eV

Element x y z (Å)
1 V 1.55 0.03 -1.31
2 O 1.01 -3.81 -1.28
3 C 1.49 -2.73 -1.18
4 O 1.11 -1.61 -1.79
5 C 2.65 -2.38 -0.25
6 C 3.57 -3.20 0.36
7 C 4.59 -2.58 1.08
8 C 4.66 -1.20 1.18
9 C 3.68 -0.46 0.54
10 N 2.72 -1.06 -0.14
11 C 3.55 1.05 0.38
12 O 4.19 1.83 1.02
13 O 2.63 1.30 -0.52
14 H 3.51 -4.27 0.24
15 H 5.36 -3.19 1.54
16 H 5.46 -0.69 1.70
17 C -0.09 -0.83 4.43
18 C -0.66 -1.36 3.12
19 C -2.16 -1.61 3.25
20 C 0.07 -2.63 2.69
21 O -0.38 -0.35 2.13
22 Si -1.01 0.01 0.69
23 O 0.39 0.23 -0.23
24 O -1.76 -1.25 0.05
25 C -2.71 -1.46 -1.03
26 C -2.72 -2.96 -1.29
27 C -2.29 -0.69 -2.28
28 C -4.07 -0.98 -0.54
29 O -1.86 1.36 0.61
30 C -1.60 2.75 0.93
31 C -2.25 3.03 2.28
32 C -0.11 3.05 0.99
33 C -2.26 3.56 -0.18
34 H -0.18 -1.58 5.21
35 H -0.64 0.07 4.73
36 H 0.96 -0.56 4.30
37 H -2.35 -2.27 4.10
38 H -2.55 -2.08 2.35
39 H -2.68 -0.67 3.40
40 H -0.10 -3.44 3.41
41 H 1.15 -2.45 2.63
42 H -0.28 -2.95 1.71
43 H -1.72 -3.30 -1.56
44 H -3.41 -3.19 -2.10
45 H -3.04 -3.50 -0.39
46 H -1.38 -1.11 -2.71
47 H -2.11 0.36 -2.03
48 H -3.08 -0.74 -3.02
49 H -4.33 -1.48 0.39
50 H -4.84 -1.21 -1.29
51 H -4.05 0.09 -0.37
52 H -1.86 2.33 3.02
53 H -3.33 2.90 2.21
54 H -2.04 4.05 2.60
55 H 0.37 2.48 1.79
56 H 0.05 4.11 1.17
57 H 0.37 2.80 0.04
58 H -3.31 3.29 -0.27
59 H -1.76 3.36 -1.13
60 H -2.19 4.63 0.03
61 N 0.91 1.19 -2.52
62 C 0.93 2.22 -3.12
63 C 0.91 3.42 -3.70
64 C 1.32 3.63 -5.05
65 N 1.59 3.83 -6.15
66 C 0.42 4.51 -2.92
67 N 0.02 5.36 -2.26
68 F 3.30 -0.30 -2.49
69 B 3.21 -0.19 -4.04
70 F 3.31 1.15 -4.32
71 F 1.94 -0.68 -4.34
72 F 4.21 -0.95 -4.53


2.
Formula: C19H14N4O5PtS
Source: the Open Molecules 2025 dataset
Level of theory: ωB97M-V with the def2-TZVPD basis set

Output
**Calculated total energy**: -1844.8207 Ha
**Net charge**: +1
**<S²>**: 0.76
**Multiplicity**: 2
**Gap between HOMO and LUMO (alpha / beta)**: 7.86 / 6.34 eV
**Energy relative to the best compared isomer or geometry (same formula, charge and spin)**: 0.00 kJ/mol

Element x y z (Å)
1 Pt 0.55 -0.50 -0.12
2 O 0.62 1.51 -0.03
3 N 0.46 2.02 1.22
4 C -0.08 3.24 1.32
5 C -0.21 3.83 2.55
6 C 0.20 3.13 3.68
7 C 0.74 1.87 3.55
8 C 0.87 1.30 2.29
9 S 1.47 -0.32 2.01
10 H -0.37 3.68 0.38
11 H -0.65 4.82 2.62
12 H 0.09 3.57 4.66
13 H 1.05 1.29 4.41
14 O -0.05 -4.55 -0.40
15 C -0.23 -3.43 0.00
16 O 0.60 -2.45 -0.37
17 C -1.29 -3.08 1.01
18 C -1.50 -3.92 2.09
19 C -2.35 -3.54 3.12
20 C -2.96 -2.29 3.12
21 C -2.75 -1.47 2.02
22 C -1.98 -1.86 0.94
23 N -3.25 -0.09 2.06
24 O -4.05 0.21 2.91
25 O -2.82 0.69 1.22
26 H -0.99 -4.87 2.13
27 H -2.52 -4.20 3.96
28 H -3.57 -1.95 3.94
29 H -2.03 -1.32 0.00
30 N 3.20 -0.77 -3.27
31 C 2.69 -1.08 -2.07
32 N 1.61 -0.37 -1.83
33 C 1.38 0.45 -2.93
34 C 0.37 1.38 -3.19
35 C 0.43 2.02 -4.41
36 C 1.45 1.76 -5.34
37 C 2.45 0.85 -5.08
38 C 2.39 0.20 -3.85
39 H 4.02 -1.20 -3.68
40 H 3.09 -1.83 -1.41
41 H -0.41 1.58 -2.47
42 H -0.34 2.75 -4.66
43 H 1.44 2.29 -6.28
44 H 3.23 0.64 -5.80


3.
Formula: C4H6O2
Source: the Open Molecules 2025 dataset
Level of theory: ωB97M-V with the def2-TZVPD basis set

Output
**Calculated total energy**: -306.3445 Ha
**Net charge**: 0
**SMILES**: O[C@@]12CO[C@@H]1C2
**Gap between HOMO and LUMO**: 10.59 eV
**Energy relative to the best compared isomer or geometry (same formula, charge and spin)**: 424.88 kJ/mol

Element x y z (Å)
1 O 1.31 1.36 -0.43
2 C 0.32 0.41 -0.33
3 C -1.11 0.43 -0.79
4 O -1.16 -1.01 -0.59
5 C 0.21 -1.05 -0.24
6 C 0.41 -0.32 1.07
7 H 1.21 1.17 0.58
8 H -1.82 1.00 -0.18
9 H -1.24 0.67 -1.85
10 H 0.83 -1.88 -0.52
11 H 1.42 -0.50 1.47
12 H -0.38 -0.27 1.81